DFT (ωB97M-V/def2-TZVPD) results for a structure of composition C18H22BF6O18Pd in a non-equilibrium geometry.

The geometry in XYZ format:
```
66
Properties=species:S:1:pos:R:3:forces:R:3
Pd -24.6121 -10.4551 13.4275 0.232 -0.113 0.163
B -23.5584 -11.8735 16.0604 3.313 2.455 0.414
H -24.6097 -12.0761 15.9260 -4.921 -3.231 -0.463
H -23.0798 -12.3464 15.2169 0.467 -1.772 -4.722
H -23.4129 -10.8044 16.0570 1.441 3.858 0.025
H -23.2986 -12.2756 17.0275 -0.598 -1.162 4.331
C -25.1083 -9.7483 5.6222 -0.295 -0.897 -0.826
C -25.3925 -11.2293 5.9374 -0.222 0.598 -1.249
O -25.9196 -11.1591 7.1994 -0.771 -0.220 0.873
C -25.4865 -10.0220 7.7932 0.351 -0.700 5.146
O -25.5145 -9.8623 9.0256 -0.211 -0.106 -3.945
O -24.9164 -9.2451 6.9152 0.325 1.691 0.260
F -24.2323 -11.9095 5.9839 0.983 -0.653 0.026
H -25.9889 -9.3003 5.1618 0.090 0.201 -0.058
H -24.2028 -9.5629 5.0445 -0.200 -0.207 -0.018
H -26.0738 -11.7853 5.2934 -0.023 0.289 -0.085
C -29.9720 -6.0482 17.6705 1.066 0.275 0.534
C -30.7944 -6.9771 16.8807 0.231 -0.546 -2.816
O -29.8923 -7.4367 15.8567 1.831 0.097 0.572
C -28.5574 -7.1525 16.2578 -0.546 -3.055 0.358
O -27.5601 -7.6762 15.8094 -1.922 1.615 0.110
O -28.6235 -6.5333 17.4386 0.103 0.692 0.546
F -31.7394 -6.3256 16.1736 -0.992 0.463 0.222
H -30.2950 -6.1319 18.7082 0.770 0.409 0.123
H -29.9556 -5.0353 17.2682 -0.666 0.005 0.252
H -31.2676 -7.8184 17.3871 0.194 -0.025 0.060
C -24.4157 -17.2516 8.9105 -1.440 -0.593 0.382
C -25.5008 -17.8072 9.8519 -0.724 1.726 0.852
O -25.6604 -16.7496 10.8069 -0.360 0.145 -0.098
C -24.7717 -15.7912 10.5862 -0.054 4.471 2.028
O -24.7991 -14.6595 11.1204 0.282 -4.033 -1.592
O -23.8605 -16.1719 9.6927 0.289 -0.602 -1.404
F -25.1002 -18.8538 10.5364 0.839 -1.857 0.683
H -24.9538 -16.9268 8.0199 0.459 0.639 -0.106
H -23.7325 -18.0509 8.6233 0.406 0.447 0.374
H -26.5437 -17.9657 9.5772 0.322 -0.271 -1.054
C -18.6746 -5.3888 14.1674 -1.338 0.385 -0.048
C -18.9985 -6.0104 15.5287 1.394 -0.508 -0.754
O -20.1400 -6.8182 15.2996 0.366 0.126 0.081
C -20.7426 -6.4226 14.1628 -0.817 1.838 -1.845
O -21.8105 -6.7363 13.7198 0.908 -0.604 1.038
O -20.0073 -5.4451 13.5084 1.706 -0.882 1.179
F -19.2409 -5.1057 16.4917 -0.582 0.531 0.198
H -17.8769 -5.8954 13.6243 -0.547 -0.717 -0.187
H -18.2738 -4.3772 14.2320 -0.758 0.240 0.231
H -18.1430 -6.5895 15.8764 -0.386 -0.495 0.110
C -31.3809 -14.0531 10.4909 1.130 -0.930 -0.236
C -32.1098 -13.9473 11.7863 0.125 0.298 1.184
O -31.2821 -13.0157 12.5317 -1.558 -0.599 0.515
C -30.0956 -12.8241 11.9487 3.801 1.928 1.921
O -29.0940 -12.2693 12.5445 -4.994 -2.803 -3.493
O -30.1741 -13.3131 10.6878 1.051 1.202 0.208
F -32.1124 -15.1490 12.4382 0.596 -0.294 0.232
H -31.9384 -13.7889 9.5923 0.268 0.391 0.169
H -30.9800 -15.0641 10.4190 -0.676 -0.294 -0.327
H -33.1801 -13.7410 11.7866 0.333 1.139 -0.136
C -17.9176 -12.3280 9.1730 0.896 -0.414 0.042
C -18.2612 -11.0353 8.4244 -0.920 -1.770 1.478
O -19.4312 -10.6549 9.1246 0.590 2.122 -1.150
C -19.6569 -11.3853 10.1982 -2.721 -0.464 1.218
O -20.6358 -11.2432 10.8963 1.491 -0.055 -0.455
O -18.7689 -12.3569 10.3038 0.776 -0.233 0.783
F -18.6590 -11.4667 7.2245 -0.041 0.670 -1.724
H -16.8647 -12.4119 9.4423 -0.164 -0.025 0.293
H -18.2181 -13.1837 8.5684 0.297 0.150 -0.255
H -17.5135 -10.2437 8.3744 -0.271 0.034 -0.166
```
Positions in Å, forces in eV/Å.

Molar mass (g mol⁻¹): 757.58
Charge: +1
Multiplicity: 3
ΔE to the lowest compared entry with this formula, charge and spin (kJ/mol): 660.2
Gap between HOMO and LUMO (alpha / beta) (eV): 7.886 / 4.838